Here is C2H8N3O2 as an isolated structure in a non-equilibrium geometry from OMol25. Energies are from ωB97M-V/def2-TZVPD.

```
15
Properties=species:S:1:pos:R:3:mulliken_charge:R:1
C 1.764 0.481 0.004 -0.714
C -1.306 0.285 0.331 0.046
N 0.561 -0.740 -1.549 0.399
N 0.428 0.041 -0.569 0.043
N -1.198 0.373 1.661 -0.259
O 1.504 -0.979 -2.233 -0.518
O -1.959 -0.629 -0.387 -0.448
H 2.265 -0.431 0.539 0.287
H 2.252 0.981 -0.902 0.307
H 1.359 1.197 0.759 0.297
H -1.269 1.228 -0.104 0.488
H -0.283 -1.167 -1.885 0.235
H -1.214 -0.452 2.182 0.204
H -1.133 1.297 2.137 0.280
H -1.769 -1.486 0.014 0.354
```

Results
- Total energy: -395.3616 Eh
- LUMO energy: -3.9 eV
- Spin multiplicity: 1
- Highest occupied orbital energy: -0.55069 Ha
- Charge: +1

***

Here is the molecule C4H9NO2 from OMol25. Energies are from ωB97M-V/def2-TZVPD.

```
16
Properties=species:S:1:pos:R:3:mulliken_charge:R:1
C -1.773 0.124 -0.499 -1.582
C -0.451 0.472 0.180 0.016
C -0.174 -0.287 1.475 -0.439
O 1.172 -0.565 1.082 -0.471
C 0.949 -0.089 -0.258 0.941
N 1.991 0.804 -0.651 -0.677
O 0.921 -1.093 -1.216 -0.595
H -2.586 0.425 0.176 0.381
H -1.939 0.631 -1.455 0.325
H -1.908 -0.956 -0.651 0.408
H -0.374 1.555 0.305 0.276
H -0.241 0.272 2.413 0.259
H -0.758 -1.213 1.564 0.273
H 2.571 0.355 -1.355 0.262
H 2.571 1.020 0.155 0.286
H 0.030 -1.455 -1.264 0.335
```

Results
- Total energy: -363.0249 Eh
- LUMO energy: 0.9 eV
- Spin multiplicity: 1
- Structure (SMILES): C[C@H]1CO[C@@]1(N)O
- Highest occupied orbital energy: -0.35451 Ha

***

Here is C14H19Cl3F6O2Ti as an isolated structure in a non-equilibrium geometry from OMol25. Energies are from ωB97M-V/def2-TZVPD.

```
45
Properties=species:S:1:pos:R:3:mulliken_charge:R:1
C -0.815 -2.315 -0.237 1.429
C 0.242 -2.402 -1.172 0.110
C 0.049 -1.406 -2.157 1.363
C 1.337 -3.398 -1.152 -1.647
C -1.159 -0.695 -1.847 0.561
C -1.700 -1.261 -0.651 0.696
C -2.998 -0.911 -0.022 -1.813
C -1.028 -3.256 0.887 -1.929
C 0.884 -1.241 -3.370 -1.887
C -1.800 0.341 -2.696 -1.833
Ti 0.211 -0.133 -0.108 0.402
Cl 2.381 -0.845 0.519 -0.486
Cl -0.343 -0.470 2.193 -0.339
Cl 1.400 1.343 -1.628 -0.510
H 1.578 -3.709 -0.141 0.335
H 2.243 -3.006 -1.602 0.338
H 1.036 -4.284 -1.716 0.378
H 1.944 -1.275 -3.134 0.399
H 0.689 -0.300 -3.870 0.333
H 0.667 -2.052 -4.067 0.353
H -1.062 0.985 -3.163 0.334
H -2.470 0.969 -2.116 0.387
H -2.386 -0.133 -3.485 0.303
H -3.251 0.132 -0.188 0.379
H -2.972 -1.069 1.051 0.361
H -3.796 -1.525 -0.443 0.273
H -0.107 -3.447 1.429 0.433
H -1.393 -4.207 0.494 0.348
H -1.754 -2.880 1.598 0.376
O -3.031 0.662 3.808 -1.099
H -3.674 1.390 3.825 0.088
C 2.698 2.272 1.070 -2.134
C 1.206 2.557 1.418 1.568
O 0.180 1.771 0.751 -0.464
C 1.073 2.431 2.966 0.352
F 1.890 3.346 3.610 -0.302
F -0.232 2.654 3.365 -0.177
F 1.466 1.179 3.399 -0.230
C 0.926 4.026 0.989 0.443
F 1.813 4.913 1.578 -0.281
F 1.046 4.149 -0.384 -0.227
F -0.359 4.395 1.344 -0.245
H 3.054 1.313 1.462 0.414
H 3.355 3.003 1.587 0.431
H 2.961 2.389 0.007 0.416
```

Results
- Total energy: -3524.7505 Eh
- LUMO energy: 4.3 eV
- Spin multiplicity: 1
- Highest occupied orbital energy: 0.01310 Ha
- Charge: -2

***

Here is the molecule C21H14N6O3 in a non-equilibrium geometry from OMol25. Energies are from ωB97M-V/def2-TZVPD.

```
44
Properties=species:S:1:pos:R:3:mulliken_charge:R:1
O 5.158 3.351 2.398 -0.671
C 4.515 2.333 2.743 0.162
N 4.347 2.156 4.131 -0.127
C 3.476 1.167 4.636 -0.302
C 2.843 0.383 3.780 -0.691
C 2.842 0.512 2.282 1.107
C 2.048 -0.248 1.391 0.126
C 0.894 -1.208 1.879 -1.251
C -0.409 -0.485 2.046 1.035
N -0.933 -0.110 3.186 -0.293
N -2.129 0.347 3.084 -0.893
C -2.441 0.287 1.827 0.568
C -3.604 0.553 1.062 -0.690
C -3.700 0.308 -0.349 -0.741
C -2.505 -0.239 -0.883 0.501
C -2.692 -0.460 -2.370 0.354
C -3.442 0.459 -3.093 -0.816
C -3.663 0.088 -4.414 -0.633
C -2.975 -0.979 -5.039 -0.584
C -2.127 -1.879 -4.263 0.148
N -1.441 -2.971 -4.781 0.868
O -0.290 -3.435 -4.355 -0.550
O -1.960 -3.545 -5.647 -0.516
C -2.061 -1.619 -2.901 -0.222
N -1.397 -0.371 -0.247 -1.037
N -1.383 -0.186 1.132 0.744
C 2.234 -0.082 0.025 -0.292
C 3.301 0.760 -0.473 -1.016
C 3.910 1.537 0.418 -0.551
C 3.740 1.420 1.838 0.430
H 4.494 2.987 4.687 0.277
H 3.379 0.928 5.741 0.319
H 2.095 -0.393 4.163 0.062
H 0.784 -2.114 1.203 0.429
H 1.060 -1.558 2.916 0.373
H -4.475 0.854 1.546 0.508
H -4.563 0.499 -0.925 0.621
H -3.771 1.336 -2.718 0.837
H -4.244 0.785 -5.052 0.309
H -3.107 -1.013 -6.090 0.450
H -1.574 -2.414 -2.319 0.395
H 1.548 -0.680 -0.568 0.498
H 3.556 0.836 -1.512 0.419
H 4.662 2.104 -0.116 0.337
```

Results
- Total energy: -1362.7061 Eh
- LUMO energy: -1.2 eV
- Spin multiplicity: 1
- Structure (SMILES): O=c1[nH]ccc2c(Cc3nnc4ccc(-c5cccc([N+](=O)[O-])c5)nn34)cccc12
- Highest occupied orbital energy: -0.31129 Ha

***

Here is a 2-piece molecular cluster, C4H11N3 overall in a non-equilibrium geometry from OMol25. Energies are from ωB97M-V/def2-TZVPD.

```
18
Properties=species:S:1:pos:R:3:mulliken_charge:R:1
C 0.378 -0.967 0.453 -0.225
C 0.389 -1.894 -0.727 -1.165
C -1.247 1.675 0.925 -1.070
N 1.493 -0.283 0.798 0.422
C -0.831 0.990 -0.348 0.314
N 2.173 0.496 -0.005 -0.989
N -1.733 0.482 -1.102 -0.759
H 1.497 0.081 1.748 0.330
H -0.201 -1.314 1.300 0.398
H 2.227 0.058 -0.925 0.287
H 0.189 1.376 -0.716 0.337
H -1.369 0.154 -1.996 0.265
H -0.594 -1.887 -1.211 0.344
H 1.122 -1.604 -1.486 0.293
H 0.580 -2.920 -0.405 0.310
H -1.884 1.006 1.504 0.291
H -0.379 1.975 1.504 0.270
H -1.812 2.574 0.688 0.349
```

Results
- Total energy: -323.1372 Eh
- LUMO energy (spin up / spin down): 0.4 / 0.4 eV
- Spin multiplicity: 1
- Highest occupied orbital energy (spin up / spin down): -0.28603 / -0.28555 Ha

***

Here is a 8-piece molecular cluster, C52H52F11O8PS overall from OMol25. Energies are from ωB97M-V/def2-TZVPD.

```
125
Properties=species:S:1:pos:R:3:mulliken_charge:R:1
C -2.884 1.092 -2.201 -1.393
C -1.399 1.069 -2.480 0.194
O -0.715 0.524 -1.330 -0.118
P 0.843 0.776 -1.114 0.768
O 1.339 2.026 -1.706 -0.859
C 1.021 0.618 0.674 -0.627
C 1.785 -0.631 1.122 -1.285
C 1.929 -0.889 2.630 1.257
C 1.343 -2.253 3.003 -1.547
O -0.007 -2.235 2.536 -0.272
C -0.779 -3.314 2.773 0.946
F -1.600 -3.107 3.810 -0.282
F -1.528 -3.561 1.700 -0.267
F -0.052 -4.411 3.046 -0.270
O 3.354 -0.951 2.932 -0.476
S 3.631 -0.734 4.479 1.302
O 3.711 -1.973 5.167 -0.596
O 4.645 0.237 4.619 -0.624
O 2.186 -0.124 4.812 -0.186
C 1.454 0.166 3.647 0.102
F 1.744 1.428 3.266 -0.332
O 1.552 -0.539 -1.661 -0.071
C 1.919 -0.562 -3.070 0.171
C 2.281 -1.984 -3.474 -1.236
H -3.374 1.723 -2.941 0.241
H -3.052 1.519 -1.210 0.426
H -3.314 0.090 -2.207 0.382
H -1.170 0.438 -3.343 -0.127
H -1.011 2.068 -2.683 0.436
H 0.015 0.626 1.097 0.494
H 1.536 1.532 0.966 0.324
H 2.795 -0.609 0.714 0.434
H 1.293 -1.501 0.692 0.374
H 1.366 -2.421 4.082 0.708
H 1.938 -3.025 2.512 0.414
H 0.400 0.090 3.911 0.451
H 1.064 -0.204 -3.645 -0.048
H 2.743 0.139 -3.194 0.356
H 3.315 -2.058 -3.808 0.287
H 2.158 -2.655 -2.624 0.397
H 1.634 -2.329 -4.277 0.201
F 2.486 -1.806 -6.547 -0.395
C 1.960 -0.632 -6.962 0.310
C 0.647 -0.605 -7.384 -0.302
C 0.106 0.612 -7.774 -0.324
C 0.876 1.767 -7.742 -0.654
C 2.193 1.707 -7.309 -0.398
C 2.748 0.500 -6.908 -0.405
H 0.067 -1.515 -7.387 0.379
H -0.928 0.656 -8.093 0.428
H 0.447 2.713 -8.045 0.486
H 2.795 2.606 -7.277 0.381
H 3.769 0.430 -6.558 0.472
F -3.391 3.298 -4.974 -0.247
C -4.508 4.029 -4.741 0.282
C -5.265 4.443 -5.816 -0.319
C -6.400 5.200 -5.559 -0.393
C -6.755 5.523 -4.256 -0.567
C -5.972 5.087 -3.196 -0.351
C -4.832 4.331 -3.434 -0.430
H -4.967 4.185 -6.822 0.484
H -7.009 5.539 -6.386 0.384
H -7.641 6.114 -4.067 0.385
H -6.243 5.337 -2.179 0.374
H -4.201 3.983 -2.628 0.444
F -0.257 -10.884 5.823 -0.316
C -0.445 -9.716 5.174 0.321
C -1.481 -9.622 4.266 -0.442
C -1.668 -8.417 3.604 -0.440
C -0.828 -7.338 3.851 -0.292
C 0.205 -7.467 4.769 -0.356
C 0.406 -8.663 5.443 -0.513
H -2.119 -10.477 4.089 0.422
H -2.476 -8.322 2.891 0.367
H -0.978 -6.403 3.334 0.436
H 0.863 -6.630 4.965 0.376
H 1.201 -8.786 6.164 0.414
F -1.439 -1.622 -5.233 -0.148
C -2.702 -1.571 -5.706 0.503
C -2.959 -2.022 -6.985 -0.517
C -4.263 -1.954 -7.457 -0.427
C -5.276 -1.443 -6.658 -0.684
C -4.986 -0.998 -5.376 -0.307
C -3.689 -1.061 -4.887 -0.250
H -2.159 -2.421 -7.594 0.422
H -4.484 -2.306 -8.456 0.388
H -6.289 -1.393 -7.034 0.399
H -5.772 -0.597 -4.749 0.412
H -3.437 -0.721 -3.891 0.124
F -0.560 1.198 7.770 -0.321
C 0.210 0.411 8.554 0.393
C 0.095 0.521 9.925 -0.559
C 0.896 -0.291 10.718 -0.286
C 1.783 -1.188 10.138 -0.844
C 1.873 -1.276 8.756 -0.317
C 1.083 -0.470 7.949 -0.226
H -0.601 1.229 10.352 0.453
H 0.826 -0.217 11.795 0.386
H 2.410 -1.812 10.761 0.437
H 2.568 -1.967 8.297 0.518
H 1.145 -0.521 6.873 0.395
F 8.150 0.759 12.302 -0.320
C 7.285 0.470 11.306 0.364
C 7.779 -0.056 10.130 -0.495
C 6.883 -0.351 9.112 -0.369
C 5.525 -0.118 9.281 -0.481
C 5.059 0.413 10.476 -0.193
C 5.941 0.712 11.505 -0.573
H 8.842 -0.225 10.022 0.417
H 7.250 -0.763 8.181 0.377
H 4.831 -0.346 8.483 0.449
H 4.001 0.598 10.604 0.415
H 5.602 1.124 12.446 0.423
F -3.368 5.306 -8.253 -0.280
C -2.426 6.219 -7.924 0.507
C -1.990 6.280 -6.617 -0.124
C -1.021 7.220 -6.294 -0.486
C -0.512 8.071 -7.266 -0.578
C -0.972 7.982 -8.572 -0.337
C -1.939 7.047 -8.915 -0.613
H -2.399 5.606 -5.876 0.350
H -0.661 7.282 -5.276 0.374
H 0.243 8.800 -7.005 0.385
H -0.579 8.644 -9.333 0.358
H -2.312 6.955 -9.925 0.436
```

Results
- Total energy: -4452.7645 Eh
- LUMO energy: 0.4 eV
- Spin multiplicity: 1
- Structure (SMILES): CCOP(=O)(CC[C@@]1(COC(F)(F)F)OS(=O)(=O)O[C@H]1F)OCC.Fc1ccccc1.Fc1ccccc1.Fc1ccccc1.Fc1ccccc1.Fc1ccccc1.Fc1ccccc1.Fc1ccccc1
- Highest occupied orbital energy: -0.33542 Ha